## a
An isolated ion of composition C4H13N2S and charge +1, computed with ωB97M-V/def2-TZVPD.

- Net charge: +1
- Kohn-Sham gap: 8.8685 eV
- Molar mass: 121.229 g mol⁻¹

Last column: Mulliken charge in e.
Geometry (Å):
C (-1.248, -2.453, 1.761)  -0.864
N (-0.863, -1.052, 1.805)  -0.185
C (0.409, -0.549, 1.437)  -1.167
C (0.497, -0.212, -0.078)  0.321
N (1.889, 0.381, -0.305)  -0.324
C (-0.527, 0.843, -0.477)  -0.915
S (-0.131, 1.662, -2.064)  -0.211
H (-2.327, -2.481, 1.620)  0.311
H (-0.759, -2.934, 0.907)  0.274
H (-0.978, -2.953, 2.691)  0.295
H (-1.493, -0.462, 2.318)  0.246
H (0.702, 0.280, 2.071)  0.495
H (1.130, -1.370, 1.569)  0.435
H (0.480, -1.113, -0.685)  0.225
H (1.935, 1.330, 0.071)  0.360
H (2.658, -0.195, 0.032)  0.368
H (1.947, 0.544, -1.323)  0.307
H (-0.611, 1.600, 0.296)  0.407
H (-1.483, 0.341, -0.565)  0.430
H (-0.940, 0.947, -2.855)  0.195

## b
A 2-piece molecular cluster, C4H13N2S overall, computed with ωB97M-V/def2-TZVPD.

- Net charge: +1
- Kohn-Sham gap: 9.4690 eV
- Molar mass: 121.229 g mol⁻¹

Last column: Mulliken charge in e.
Geometry (Å):
C (-2.006, 1.024, 2.022)  -0.981
C (-1.187, 1.653, -0.106)  -0.393
N (-1.102, 0.821, 0.851)  -0.339
H (-1.778, 0.198, 2.690)  0.320
H (-3.062, 0.959, 1.718)  0.352
H (-1.802, 2.006, 2.468)  0.332
H (-0.526, 1.627, -0.925)  0.294
H (-2.000, 2.383, -0.140)  0.311
C (1.426, -1.510, -0.498)  -0.744
C (1.157, -0.421, -1.529)  -0.714
S (2.107, -0.760, -3.023)  -0.160
N (0.600, -1.198, 0.729)  -0.246
H (2.462, -1.511, -0.154)  0.382
H (1.184, -2.516, -0.902)  0.381
H (1.505, 0.501, -1.120)  0.414
H (0.105, -0.394, -1.735)  0.431
H (1.836, 0.442, -3.529)  0.153
H (0.014, -1.972, 1.045)  0.389
H (-0.182, -0.389, 0.662)  0.437
H (1.247, -0.941, 1.476)  0.384

Relative energies, in eV, with the most stable structure set to zero: a 0.000; b 0.410.

## a
An isolated ion of composition C4H13N2S and charge +1, computed with ωB97M-V/def2-TZVPD.

- Net charge: +1
- Kohn-Sham gap: 9.8308 eV
- Molar mass: 121.229 g mol⁻¹

Last column: Mulliken charge in e.
Geometry (Å):
N (-2.244, 1.872, 0.022)  -0.508
C (-2.315, 0.529, -0.488)  -0.758
C (-1.142, -0.409, -0.069)  -0.074
N (-0.587, 0.195, 1.209)  -0.253
C (0.048, -0.336, -1.045)  -0.942
C (1.212, -1.271, -0.670)  -0.733
S (2.480, -0.338, 0.356)  -0.233
H (-3.067, 2.179, 0.503)  0.200
H (-1.660, 2.439, -0.562)  0.215
H (-2.492, 0.467, -1.569)  0.349
H (-3.149, 0.018, 0.009)  0.488
H (-1.338, -1.477, 0.023)  0.432
H (-1.314, 0.144, 1.925)  0.371
H (-0.450, 1.208, 1.111)  0.415
H (0.218, -0.313, 1.586)  0.231
H (0.384, 0.692, -1.228)  0.448
H (-0.305, -0.688, -2.023)  0.404
H (1.622, -1.510, -1.651)  0.403
H (0.975, -2.150, -0.083)  0.363
H (3.493, -1.132, 0.041)  0.180

## b
A 2-piece molecular cluster, C4H13N2S overall, computed with ωB97M-V/def2-TZVPD.

- Net charge: +1
- Kohn-Sham gap: 8.6929 eV
- Molar mass: 121.229 g mol⁻¹

Last column: Mulliken charge in e.
Geometry (Å):
C (-0.694, 1.681, -1.196)  -0.475
C (0.374, 1.501, -0.396)  0.727
N (1.234, 2.516, -0.144)  -0.379
N (-1.435, 0.459, -1.586)  -0.244
H (-1.032, 2.590, -1.684)  0.354
H (0.677, 0.553, 0.028)  -0.380
H (2.101, 2.344, 0.256)  0.220
H (1.066, 3.358, -0.597)  0.184
H (-1.461, 0.233, -2.609)  0.397
H (-2.420, 0.430, -1.337)  0.396
H (-0.964, -0.351, -1.112)  0.197
C (-0.564, -1.239, 1.435)  -0.909
C (0.905, -1.626, 1.290)  -0.571
S (1.135, -3.324, 0.641)  -0.153
H (-1.092, -1.936, 2.080)  0.391
H (-1.146, -1.169, 0.478)  0.088
H (-0.652, -0.222, 1.854)  0.340
H (1.594, -0.885, 0.971)  0.409
H (1.225, -1.865, 2.336)  0.304
H (1.150, -3.047, -0.707)  0.102

## c
An isolated ion of composition C4H13N2S and charge +1, computed with ωB97M-V/def2-TZVPD.

- Net charge: +1
- Kohn-Sham gap: 8.4183 eV
- Molar mass: 121.229 g mol⁻¹

Last column: Mulliken charge in e.
Geometry (Å):
N (-0.179, -1.526, 2.213)  -0.281
C (0.436, -1.913, 0.899)  -0.598
C (-0.490, -1.139, -0.130)  -0.516
N (-0.670, 0.355, 0.377)  -0.389
C (0.203, 1.368, -0.201)  -0.857
C (-0.007, 1.727, -1.692)  -0.602
S (1.027, 3.239, -2.119)  -0.233
H (0.411, -1.526, 3.021)  0.335
H (-0.970, -2.168, 2.385)  0.356
H (-0.547, -0.545, 2.040)  0.394
H (1.499, -1.588, 0.856)  0.313
H (0.425, -2.998, 0.910)  0.382
H (-0.158, -1.289, -1.123)  0.359
H (-1.471, -1.654, -0.166)  0.448
H (-1.658, 0.418, 0.217)  0.202
H (1.207, 0.960, -0.072)  0.278
H (0.184, 2.275, 0.335)  0.528
H (0.407, 1.030, -2.361)  0.355
H (-1.025, 2.066, -1.953)  0.361
H (1.376, 2.908, -3.435)  0.166

Relative energies, in eV, with the most stable structure set to zero: a 0.000; b 1.016; c 0.651.

## a
A 2-piece molecular cluster, H4O2 overall, computed with ωB97M-V/def2-TZVPD.

- Net charge: 0
- Kohn-Sham gap: 11.8719 eV
- Molar mass: 36.030 g mol⁻¹

Last column: Mulliken charge in e.
Geometry (Å):
O (-1.486, -0.192, -0.184)  -0.653
H (-1.368, 0.714, 0.094)  0.277
H (-0.574, -0.504, -0.194)  0.409
O (1.250, -0.130, -0.261)  -0.719
H (1.262, -0.628, 0.563)  0.362
H (0.917, 0.740, -0.019)  0.324

## b
A 2-piece molecular cluster, H4O2 overall, computed with ωB97M-V/def2-TZVPD.

- Net charge: 0
- Kohn-Sham gap: 11.5678 eV
- Molar mass: 36.030 g mol⁻¹

Last column: Mulliken charge in e.
Geometry (Å):
O (-1.663, 0.048, -0.130)  -0.639
H (-0.734, 0.149, -0.054)  0.370
H (-1.866, -0.706, 0.431)  0.306
O (1.136, -0.121, -0.005)  -0.707
H (1.944, -0.164, -0.600)  0.330
H (1.183, 0.794, 0.357)  0.340

## c
A 2-piece molecular cluster, H4O2 overall, computed with ωB97M-V/def2-TZVPD.

- Net charge: 0
- Kohn-Sham gap: 11.9717 eV
- Molar mass: 36.030 g mol⁻¹

Last column: Mulliken charge in e.
Geometry (Å):
O (-1.358, 0.199, -0.969)  -0.684
H (-0.742, -0.335, -0.312)  0.361
H (-1.273, -0.325, -1.876)  0.329
O (1.235, -0.155, 0.910)  -0.693
H (1.357, 0.694, 0.451)  0.345
H (0.782, -0.078, 1.796)  0.342

Relative energies, in eV, with the most stable structure set to zero: a 0.092; b 0.000; c 0.273.

## a
A 2-piece molecular cluster, H4O2 overall, computed with ωB97M-V/def2-TZVPD.

- Net charge: 0
- Kohn-Sham gap: 12.3017 eV
- Molar mass: 36.030 g mol⁻¹

Last column: Mulliken charge in e.
Geometry (Å):
O (-1.601, 0.013, -0.124)  -0.687
H (-1.040, -0.458, 0.556)  0.331
H (-1.379, 0.975, 0.029)  0.339
O (1.247, 0.161, -0.075)  -0.641
H (2.081, -0.178, 0.157)  0.301
H (0.692, -0.513, -0.544)  0.357

## b
A 2-piece molecular cluster, H4O2 overall, computed with ωB97M-V/def2-TZVPD.

- Net charge: 0
- Kohn-Sham gap: 11.9220 eV
- Molar mass: 36.030 g mol⁻¹

Last column: Mulliken charge in e.
Geometry (Å):
O (1.820, -0.988, 0.221)  -0.649
H (2.421, -0.682, 0.938)  0.318
H (1.217, -0.227, 0.061)  0.320
O (-1.428, 0.547, -0.394)  -0.631
H (-1.956, 1.050, 0.267)  0.323
H (-2.074, 0.300, -1.093)  0.319

Relative energies, in eV, with the most stable structure set to zero: a 0.077; b 0.000.

## a
An isolated molecule of C5H5NO, computed with ωB97M-V/def2-TZVPD.

- Net charge: 0
- Kohn-Sham gap: 10.1066 eV
- Molar mass: 95.101 g mol⁻¹

Last column: Mulliken charge in e.
Geometry (Å):
O (-2.268, -0.402, -0.030)  -0.611
C (-0.986, -0.167, 0.103)  0.454
C (-0.420, 1.277, 0.135)  -0.121
C (0.773, 1.189, -0.141)  -0.471
N (1.299, -0.124, -0.721)  -0.394
C (1.404, -0.758, 0.638)  -0.449
C (0.159, -0.989, -0.196)  -0.074
H (-1.009, 2.230, 0.600)  0.247
H (1.460, 1.948, -0.124)  0.440
H (1.024, -0.118, 1.455)  0.307
H (2.234, -1.365, 0.707)  0.324
H (-0.237, -1.930, -0.585)  0.349

## b
A 2-piece molecular cluster, C5H5NO overall, computed with ωB97M-V/def2-TZVPD.

- Net charge: 0
- Kohn-Sham gap (alpha / beta): 8.7535 / 8.7526 eV
- Molar mass: 95.101 g mol⁻¹

Last column: Mulliken charge in e.
Geometry (Å):
O (0.902, 1.633, 0.671)  -0.516
C (0.143, 0.892, 1.221)  0.854
C (-0.286, 0.605, 2.661)  -0.588
C (-1.440, -0.010, 2.299)  -0.056
C (-0.734, -0.258, 1.061)  -0.277
H (-2.313, -0.392, 2.822)  0.338
H (-0.367, -1.225, 0.711)  0.265
C (0.662, -0.410, -2.611)  -0.257
N (1.013, -0.438, -1.395)  -0.478
H (0.819, 0.438, -3.289)  0.219
H (0.163, -1.284, -3.037)  0.246
H (1.439, 0.448, -1.114)  0.252

## c
An isolated molecule of C5H5NO, computed with ωB97M-V/def2-TZVPD.

- Net charge: 0
- Kohn-Sham gap: 8.7091 eV
- Molar mass: 95.101 g mol⁻¹

Last column: Mulliken charge in e.
Geometry (Å):
C (-1.469, -0.748, -1.170)  -0.712
C (-0.353, -0.198, -0.631)  0.359
C (0.417, 1.093, -0.573)  -0.478
C (1.183, 1.112, 0.539)  -0.210
N (0.971, -0.078, 1.294)  -0.098
C (0.060, -0.911, 0.674)  0.362
O (-0.362, -1.924, 1.127)  -0.577
H (-1.993, -1.694, -0.949)  0.263
H (-2.079, -0.251, -1.889)  0.280
H (0.544, 1.843, -1.384)  0.328
H (1.790, 2.070, 0.765)  0.297
H (1.288, -0.315, 2.197)  0.186

## d
A 2-piece molecular cluster, C5H5NO overall, computed with ωB97M-V/def2-TZVPD.

- Net charge: 0
- Kohn-Sham gap (alpha / beta): 7.3743 / 7.3735 eV
- Molar mass: 95.101 g mol⁻¹

Last column: Mulliken charge in e.
Geometry (Å):
O (1.238, -1.296, -0.410)  -0.504
C (1.368, 0.072, -0.078)  -0.393
C (0.241, 0.828, 0.484)  -0.996
C (-0.741, 0.106, 1.123)  0.319
C (-1.563, -0.483, 1.812)  0.022
C (-0.973, 0.863, -1.814)  0.115
N (-1.511, 1.858, -2.045)  -0.358
H (0.829, -1.752, 0.339)  0.353
H (2.092, 0.247, 0.750)  0.319
H (1.814, 0.555, -0.953)  0.411
H (-0.499, -0.091, -1.670)  0.309
H (-2.297, -0.908, 2.461)  0.404

Relative energies, in eV, with the most stable structure set to zero: a 2.840; b 4.310; c 0.000; d 4.935.

## a
An isolated molecule of C6H10N2O2, computed with ωB97M-V/def2-TZVPD.

- Net charge: 0
- Kohn-Sham gap: 9.8956 eV
- Molar mass: 142.158 g mol⁻¹

Last column: Mulliken charge in e.
Geometry (Å):
C (0.159, 2.454, 0.747)  -1.490
C (0.330, 1.186, -0.122)  0.836
C (0.993, -0.026, 0.528)  -1.217
N (0.808, -1.317, -0.225)  0.592
N (2.012, -1.866, -0.264)  -0.483
O (2.011, -3.004, -0.718)  -0.508
C (-0.555, -1.794, -0.558)  -0.436
C (-1.508, -0.700, -0.169)  -0.612
C (-1.124, 0.712, -0.577)  0.247
O (-1.873, 1.514, -1.070)  -0.556
H (-0.220, 2.285, 1.782)  0.321
H (1.127, 2.942, 0.781)  0.377
H (-0.439, 3.123, 0.229)  0.451
H (0.915, 1.379, -1.025)  0.281
H (0.783, -0.216, 1.564)  0.359
H (2.030, 0.006, 0.532)  0.604
H (-0.794, -2.748, -0.030)  0.275
H (-0.385, -2.154, -1.611)  0.310
H (-1.803, -0.828, 0.924)  0.308
H (-2.466, -0.948, -0.721)  0.341

## b
C6H10N2O2 as an isolated structure, computed with ωB97M-V/def2-TZVPD.

- Net charge: 0
- Kohn-Sham gap: 9.9455 eV
- Molar mass: 142.158 g mol⁻¹

Last column: Mulliken charge in e.
Geometry (Å):
C (1.551, 1.665, 0.586)  -0.958
C (0.754, 0.828, -0.470)  0.383
C (1.891, -1.441, -0.418)  -0.935
C (-0.501, -1.290, -0.018)  0.514
C (-2.866, -0.385, 0.101)  -1.063
C (-0.778, 1.073, -0.225)  0.118
H (1.095, 2.138, 1.544)  0.300
H (1.860, 2.549, -0.048)  0.252
H (2.351, 0.714, 1.241)  0.226
H (0.650, 1.275, -1.445)  0.303
H (2.879, -0.843, 0.427)  0.187
H (1.539, -2.587, 0.288)  0.261
H (2.224, -1.516, -1.349)  0.364
H (-3.168, -1.170, 0.443)  0.512
H (-2.987, 0.559, 0.531)  0.372
H (-3.521, -0.417, -0.982)  0.202
N (0.729, -0.641, -0.218)  0.108
N (-1.478, -0.165, -0.021)  0.064
O (-0.782, -2.424, 0.286)  -0.595
O (-1.442, 2.078, -0.251)  -0.615

## c
An isolated molecule of C6H10N2O2, computed with ωB97M-V/def2-TZVPD.

- Net charge: 0
- Kohn-Sham gap: 10.0866 eV
- Molar mass: 142.158 g mol⁻¹

Last column: Mulliken charge in e.
Geometry (Å):
H (0.582, 2.199, -2.485)  0.243
N (-0.219, 1.587, -2.336)  -0.731
C (-0.279, 1.070, -1.187)  0.320
C (0.492, 1.453, 0.073)  -0.621
N (0.153, 0.464, 1.069)  -0.607
C (0.566, -0.741, 0.913)  1.094
C (-0.024, -1.793, 1.794)  -1.365
C (1.339, -1.203, -0.265)  -1.155
C (-1.649, 0.371, -0.756)  0.666
O (-1.839, -0.793, -0.927)  -0.530
O (-2.572, 1.183, -0.235)  -0.461
H (1.565, 1.504, -0.160)  0.362
H (0.161, 2.432, 0.441)  0.303
H (-0.584, -1.333, 2.603)  0.373
H (-0.703, -2.413, 1.205)  0.302
H (0.754, -2.439, 2.190)  0.396
H (0.691, -0.752, -1.194)  0.306
H (1.571, -2.261, -0.222)  0.381
H (2.248, -0.621, -0.408)  0.350
H (-2.252, 2.086, -0.115)  0.372

Relative energies, in eV, with the most stable structure set to zero: a 1.639; b 3.976; c 0.000.

## a
A 2-piece molecular cluster, CFNO2S2 overall, computed with ωB97M-V/def2-TZVPD.

- Net charge: 0
- Kohn-Sham gap: 8.2264 eV
- Molar mass: 141.148 g mol⁻¹

Last column: Mulliken charge in e.
Geometry (Å):
C (-1.730, -0.442, 0.080)  0.409
N (-2.651, 0.284, 0.067)  -0.316
O (0.762, 1.001, -1.332)  -0.348
O (0.527, 1.033, 1.110)  -0.330
F (2.696, -0.762, 0.181)  -0.513
S (-0.385, -1.467, -0.041)  0.059
S (0.780, 0.352, -0.065)  1.040

## b
An isolated molecule of CFNO2S2, computed with ωB97M-V/def2-TZVPD.

- Net charge: 0
- Kohn-Sham gap: 9.1149 eV
- Molar mass: 141.148 g mol⁻¹

Last column: Mulliken charge in e.
Geometry (Å):
N (-1.683, -1.523, -0.924)  -0.320
C (-1.454, -0.608, -0.305)  0.458
S (-1.323, 0.836, 0.537)  -0.035
S (0.825, 0.532, 0.150)  1.030
O (1.302, 0.778, -1.164)  -0.398
O (1.419, 1.172, 1.272)  -0.474
F (0.914, -1.187, 0.432)  -0.262

Relative energies, in eV, with the most stable structure set to zero: a 1.722; b 0.000.

## a
An isolated molecule of C3H6ClNS, computed with ωB97M-V/def2-TZVPD.

- Net charge: 0
- Kohn-Sham gap: 9.0597 eV
- Molar mass: 123.608 g mol⁻¹

Last column: Mulliken charge in e.
Geometry (Å):
N (-1.075, -0.719, -1.391)  -0.361
C (-0.996, -0.488, -0.072)  0.203
S (-2.278, -0.248, 1.044)  -0.275
C (0.437, -0.478, 0.348)  -0.623
C (0.973, 0.932, 0.780)  -0.448
Cl (1.757, 1.911, -0.515)  -0.227
H (-1.999, -0.847, -1.717)  0.231
H (-0.219, -0.708, -1.986)  0.237
H (0.531, -1.030, 1.254)  0.247
H (1.162, -0.958, -0.414)  0.340
H (1.607, 1.080, 1.645)  0.387
H (0.101, 1.554, 1.025)  0.289

## b
A 2-piece molecular cluster, C3H6ClNS overall, computed with ωB97M-V/def2-TZVPD.

- Net charge: 0
- Kohn-Sham gap: 10.5916 eV
- Molar mass: 123.608 g mol⁻¹

Last column: Mulliken charge in e.
Geometry (Å):
H (-1.124, 0.726, 0.865)  0.295
N (-2.163, 1.090, 0.797)  -0.552
C (-2.967, 0.378, 0.209)  0.501
S (-2.774, -1.262, -0.478)  -0.204
Cl (-4.643, 1.009, -0.082)  -0.201
H (-3.470, -1.044, -1.568)  0.158
C (0.550, -0.555, -0.104)  -0.719
C (1.486, 0.235, 0.498)  -0.449
H (0.358, -1.558, 0.106)  0.295
H (-0.180, 0.097, -0.476)  0.332
H (2.255, -0.152, 1.150)  0.264
H (1.263, 1.263, 0.354)  0.280

Relative energies, in eV, with the most stable structure set to zero: a 0.000; b 1.931.